C3H4NO2 | ωB97M-V/def2-TZVPD

The geometry in XYZ format:
```
10
Properties=species:S:1:pos:R:3:forces:R:3:lowdin_charge:R:1
C -0.2922 -1.9892 1.3715 -0.14 -0.01 -0.62 -0.37
C -0.5833 1.5711 0.1384 0.50 -0.26 0.57 0.18
C 0.7960 0.1793 -1.3354 0.00 -1.82 2.13 0.20
N 0.1813 0.7807 -0.4267 0.12 1.33 -2.67 0.00
O -0.7793 -2.8644 1.8898 -0.84 -1.79 1.50 0.30
O 0.1422 -1.1210 0.7481 0.75 0.26 0.38 0.14
H -1.4773 1.8653 -0.3893 -0.38 0.17 0.30 0.14
H -0.2591 1.8117 1.1403 -0.49 0.68 0.25 0.14
H 0.8107 -0.9189 -1.1574 -0.06 0.80 -1.03 0.14
H 1.4609 0.6853 -1.9792 0.54 0.66 -0.82 0.13
```
Forces are in eV/Å.

Properties
Total charge = +1
E = -8752.060 eV
E_LUMO = -5.509 eV



C7H7N3O2S | ωB97M-V/def2-TZVPD

The geometry in XYZ format:
```
20
Properties=species:S:1:pos:R:3:forces:R:3:lowdin_charge:R:1
C 3.7651 1.2371 0.1315 0.77 -0.78 -0.18 -0.39
C 1.9003 0.1304 0.2660 1.80 -1.35 -0.26 -0.63
C -1.5136 -1.0067 0.2581 0.41 1.20 -0.53 0.13
C -1.9544 0.2477 -0.0190 -1.49 -2.04 0.67 -0.22
C -1.0861 1.2859 -0.2906 4.17 1.15 -0.15 -0.02
C -0.0436 -1.3356 0.2617 1.15 0.20 0.59 -0.45
C -3.4160 0.6152 -0.0559 -0.09 0.11 -0.10 -0.02
N 2.4511 1.3153 0.3179 -0.96 0.68 0.10 0.04
N 4.3469 0.0828 -0.0555 1.17 0.55 -0.19 -0.37
N 0.6572 -0.1265 0.4543 -3.58 1.04 -0.23 0.03
O -0.6559 2.2983 -0.6278 -1.31 -1.41 0.53 0.29
O 0.1995 -1.9842 -0.9692 -0.30 -0.34 -0.42 -0.01
S 3.2351 -1.1158 -0.0330 -1.33 0.69 0.31 0.91
H 4.3558 2.1360 0.1389 0.21 0.16 0.01 0.10
H -2.2080 -1.8127 0.4229 -0.28 -0.06 -0.04 0.14
H 0.1500 -2.0421 1.0954 -0.07 0.06 -0.13 0.16
H -3.6464 1.1722 -0.9610 -0.13 0.00 -0.06 0.09
H -3.6664 1.2401 0.7977 -0.07 0.08 0.07 0.10
H -4.0250 -0.2836 -0.0220 -0.02 0.00 -0.03 0.09
H 1.1544 -2.0537 -1.1102 -0.06 0.06 0.07 0.04
```
Forces are in eV/Å.

Properties
E = -26770.038 eV
E_LUMO = -1.711 eV



C20H26N2O5S | ωB97M-V/def2-TZVPD

The geometry in XYZ format:
```
54
Properties=species:S:1:pos:R:3:forces:R:3:lowdin_charge:R:1
C -7.4583 -0.9953 -1.1124 1.51 1.77 -5.99 -0.14
O -6.4848 -1.5496 -0.4246 3.73 0.27 4.43 -0.06
C -5.4257 -0.7071 -0.1138 -4.97 3.99 0.06 -0.27
C -4.2379 -1.1636 -0.0731 6.13 -10.50 -1.42 -0.21
C -4.3577 -2.7615 -0.2510 2.96 -2.96 1.09 -0.04
C -2.9273 -0.7601 0.0158 -5.98 6.68 -0.57 0.06
C -2.9564 0.7037 -0.0266 3.50 -3.63 1.22 -0.14
C -1.6152 1.2929 0.2291 -1.87 9.73 -2.42 -0.26
O -1.6796 2.6114 0.1552 0.64 -4.21 0.73 0.00
C -0.2706 0.7947 0.4154 -7.09 -5.82 3.72 -0.25
C -0.4656 0.4446 2.0655 3.21 -2.49 -0.36 -0.02
C 0.9212 -0.3912 2.3088 -1.85 -1.83 2.17 -0.19
C 2.1516 0.4136 2.1360 -3.98 -7.54 -8.29 0.05
N 2.0330 0.8178 0.3980 -1.18 5.11 10.39 -0.22
S 2.3967 -0.2680 -0.4541 5.66 -6.09 -10.45 0.64
O 2.1742 0.2165 -1.8646 -1.44 -1.40 2.36 -0.32
O 2.0011 -1.6275 -0.0546 0.71 1.76 -0.62 -0.31
C 4.2654 -0.1377 -0.6602 -8.02 -16.30 5.29 -0.13
C 5.0085 0.7841 -0.5975 11.15 11.96 -1.99 -0.55
C 4.6562 2.0923 -1.1346 -1.26 3.52 -2.28 -0.03
N 6.3729 0.6921 -0.4996 -1.51 -1.74 1.06 0.24
O 6.3952 -0.9406 -0.0288 2.52 3.34 -0.40 0.08
C 5.2312 -1.2461 -0.0056 -6.15 -1.97 -1.53 -0.21
C 4.9189 -2.7915 0.4267 -6.94 7.49 -0.45 0.10
C 0.8317 1.5786 0.2784 2.79 -5.96 -10.95 -0.19
C -4.1204 1.4138 -0.0968 -2.59 -0.73 2.66 0.06
C -5.4249 0.6504 0.0927 2.45 5.27 -3.37 -0.06
C -6.5453 1.6782 -0.0652 6.89 0.71 4.27 -0.01
H -6.9277 -0.4989 -2.0687 -1.44 -0.24 1.75 0.17
H -7.8186 -1.8347 -1.5508 -2.40 -2.30 -1.57 0.07
H -8.2186 -0.3935 -0.7691 -1.33 1.50 1.69 0.07
H -4.7648 -3.3563 -1.1562 -0.20 1.86 1.43 0.10
H -4.7851 -3.1490 0.7461 0.20 0.23 -1.78 0.09
H -3.2689 -3.3106 -0.2814 -2.09 1.76 0.39 0.10
H -2.1399 -1.3444 0.1812 2.97 -2.27 0.28 0.07
H -0.2933 -0.1298 -0.2288 0.82 0.34 1.11 0.17
H -1.1371 -0.3738 2.3821 -0.57 0.92 -0.78 0.11
H -0.5414 1.3077 2.8002 0.07 -0.70 -1.50 0.14
H 0.9001 -0.6893 3.3912 0.02 0.29 -0.54 0.12
H 0.9086 -1.5207 1.7736 0.22 3.70 1.06 0.18
H 2.9663 -0.1271 1.9054 3.14 -2.36 0.66 0.06
H 2.3893 1.2292 2.4767 1.62 8.72 4.19 0.04
H 4.0703 2.7489 -0.4738 0.43 -0.31 0.20 0.09
H 5.4392 2.7158 -1.6270 0.12 -0.67 1.14 0.10
H 3.9823 2.0146 -2.0277 0.25 -0.62 0.89 0.10
H 3.8501 -2.9662 0.3799 0.31 -0.46 -0.30 0.08
H 5.5580 -3.1402 -0.1408 5.38 -4.84 -5.92 -0.01
H 5.3099 -2.7798 1.3038 2.03 -0.48 6.15 0.02
H 0.9846 1.6517 -0.8615 -1.09 1.71 1.10 0.18
H 0.9690 2.3214 0.7633 0.90 9.72 5.77 0.06
H -4.1723 2.5360 0.1401 0.40 -1.98 -0.90 0.15
H -6.2887 2.6619 0.3016 0.23 0.07 -0.15 0.10
H -7.1188 1.2544 0.5567 -5.71 -2.19 4.89 0.02
H -6.9584 1.6658 -0.9015 -3.31 0.16 -7.59 0.00
```
Forces are in eV/Å.

Properties
E = -45194.569 eV
Structure (SMILES) = COc1c(C)cc(C(=O)[C@@H]2CCCN(S(=O)(=O)c3c(C)noc3C)C2)cc1C
E_LUMO = 0.114 eV



C8H24N8O16 | ωB97M-V/def2-TZVPD

The geometry in XYZ format:
```
56
Properties=species:S:1:pos:R:3:forces:R:3:lowdin_charge:R:1
C 4.4233 1.4424 0.6801 0.90 -0.44 -0.03 0.05
N 3.1798 1.0844 -0.0435 2.26 0.20 -0.98 -0.32
O 3.2471 0.1717 -0.8951 4.68 10.10 -1.25 -0.02
O 2.1732 1.7336 0.2536 0.23 1.88 -1.01 -0.06
H 4.9739 2.0910 -0.0013 0.22 -0.30 0.07 0.11
H 4.9121 0.5072 0.9532 0.37 0.07 -0.57 0.11
H 4.2213 1.8998 1.6487 0.18 0.55 -1.15 0.07
C -1.5750 -1.9889 0.9536 -0.88 -3.15 2.04 0.00
N -0.7627 -2.1392 2.1465 -1.01 -2.85 1.60 -0.28
O -0.9089 -3.1545 2.8352 0.33 1.86 -0.83 0.11
O 0.1176 -1.2861 2.3285 -6.24 -8.23 -0.26 -0.03
H -1.4763 -3.0025 0.5652 0.46 0.33 0.39 0.09
H -1.2212 -1.2210 0.2657 0.52 -1.85 2.22 -0.06
H -2.6464 -1.9549 1.1509 0.05 0.37 0.78 0.14
C 1.8072 -3.3995 -0.6838 0.39 -1.36 -0.76 0.08
N 2.4108 -2.1072 -1.1712 2.54 -2.63 0.36 -0.36
O 2.7159 -1.2539 -0.3360 -0.63 -10.54 3.77 -0.02
O 2.6914 -2.0295 -2.3516 -0.39 0.12 0.85 0.17
H 1.5172 -3.4361 0.3663 0.16 0.67 -0.18 0.11
H 2.5594 -4.1652 -0.8738 0.28 0.22 0.12 0.12
H 0.9780 -3.5905 -1.3650 0.93 -0.61 0.41 0.07
C 1.0516 0.0718 -0.9274 -4.27 1.19 -2.98 0.04
N -0.4037 0.4302 -1.1642 0.47 -0.03 -2.67 -0.19
O -0.7446 1.3668 -1.9044 1.45 -4.42 1.03 0.07
O -1.2176 -0.3307 -0.5914 0.50 5.88 -4.13 -0.13
H 1.6383 0.7003 -1.5974 -1.36 -0.25 0.35 0.15
H 1.2601 -0.9953 -1.0040 -3.11 2.99 -0.69 0.06
H 0.9846 0.2904 0.1384 -0.10 0.08 -5.30 0.02
C -2.3327 1.3800 1.1674 1.03 -0.28 0.34 0.04
N -3.7825 1.5987 0.9496 -0.86 -0.97 1.11 -0.39
O -4.1661 2.3616 0.0949 0.04 -0.13 0.06 0.07
O -4.5375 0.9441 1.6748 0.89 0.49 -0.65 0.06
H -2.0758 1.3082 2.2242 -0.59 0.59 0.03 0.11
H -1.6964 2.0799 0.6256 -0.55 0.33 0.50 0.08
H -2.0000 0.4253 0.7601 -1.18 0.41 0.30 0.06
C -2.3532 -2.6276 -1.4082 -1.04 0.11 -1.25 0.05
N -0.9884 -2.7589 -1.8974 0.33 -2.92 -2.16 -0.35
O -0.1118 -2.1893 -1.3164 -0.63 0.39 -0.40 -0.06
O -0.7496 -3.5259 -2.8494 -0.65 1.13 1.08 0.10
H -2.5001 -3.2636 -0.5352 -0.29 -0.07 -0.98 0.10
H -3.0027 -2.8997 -2.2403 0.01 0.11 0.23 0.13
H -2.3636 -1.5712 -1.1399 -1.10 -0.56 -0.26 0.09
C 0.8477 0.3559 2.0012 2.99 5.38 1.55 -0.02
N 1.7123 1.4404 2.5280 -1.01 1.59 1.62 -0.37
O 2.9132 1.2771 2.4956 -1.12 -0.53 2.12 -0.01
O 1.1397 2.3892 3.0992 1.09 -1.14 -0.96 0.06
H 1.0918 -0.5493 2.5572 3.78 3.59 0.95 0.06
H 1.1456 0.2500 0.9580 0.31 -0.47 5.64 0.02
H -0.1449 0.7469 2.2248 0.31 -0.24 -0.33 0.11
C -1.9748 3.3260 -1.3815 0.08 0.37 0.86 -0.01
N -1.4176 4.5512 -1.8861 0.41 2.35 -0.64 -0.44
O -2.1157 5.5574 -1.9088 -0.02 -0.59 0.18 0.06
O -0.2782 4.5342 -2.3070 0.22 -0.28 -0.01 0.07
H -1.1208 2.6952 -1.1349 -0.71 1.36 0.21 0.04
H -2.4812 2.8900 -2.2427 -0.42 -0.07 0.52 0.13
H -2.5629 3.5397 -0.4890 -0.26 0.17 -0.86 0.09
```
Forces are in eV/Å.

Properties
E = -53324.651 eV
E_LUMO = -1.597 eV



What are the frontier orbital gap values for these records? In order: 11.4 5.8 8.8 7.5 eV.
What are the largest force on an atom values for these records? In order: 0.0580 0.0842 0.3680 0.2181 Eh/bohr.